# 1
Below is a cluster of 2 separate species, H2NO3PS in total in a non-equilibrium geometry, with properties calculated with ωB97M-V/def2-TZVPD.

Summary:
ΔE to the lowest compared entry with this formula, charge and spin in eV: 2.0788
HOMO-LUMO gap in Eh: 0.1764
LUMO in eV: 6.347

```
! wB97M-V def2-TZVPD RIJCOSX def2/J DEFGRID3
* xyz -2 1
N -0.104 0.578 0.911
O 1.952 -1.536 -0.075
O 3.142 0.429 1.124
O 2.385 0.683 -1.272
P 2.377 -0.119 -0.018
S -1.206 -0.534 0.310
H 0.722 0.697 0.241
H -0.727 -1.796 -0.021
*
```

Löwdin population analysis, charges in e, atoms 1 to 4: -0.6616 -0.4232 -0.4157 -0.4204


# 2
Below is the ion H2NO3S with charge -1 in a non-equilibrium geometry, with properties calculated with ωB97M-V/def2-TZVPD.

Summary:
ΔE to the lowest compared entry with this formula, charge and spin in eV: 1.3064
HOMO-LUMO gap in Eh: 0.3303
LUMO in eV: 4.170

```
! wB97M-V def2-TZVPD RIJCOSX def2/J DEFGRID3
* xyz -1 1
N 1.055 -0.334 -0.347
S -0.632 -0.165 0.063
O -0.927 -1.164 1.045
O -0.644 1.425 0.641
O -1.282 -0.375 -1.208
H 1.155 0.511 -0.851
H 1.275 0.103 0.657
*
```

Löwdin population analysis, charges in e, atoms 1 to 4: -0.1408 0.4190 -0.3842 -0.5523


# 3
Below is a cluster of 2 separate species, H2NO4P in total in a non-equilibrium geometry, with properties calculated with ωB97M-V/def2-TZVPD.

Summary:
ΔE to the lowest compared entry with this formula, charge and spin in eV: 2.0329
HOMO-LUMO gap in Eh: 0.1685
LUMO in eV: 6.828

```
! wB97M-V def2-TZVPD RIJCOSX def2/J DEFGRID3
* xyz -2 1
N -0.747 -0.870 -0.201
O 0.683 0.904 3.575
O 1.597 2.859 2.235
O 2.976 0.714 2.472
O -0.281 -0.162 -1.324
P 1.719 1.447 2.663
H -0.160 -0.571 0.723
H 0.506 -0.677 -1.588
*
```

Löwdin population analysis, charges in e, atoms 1 to 4: -0.4020 -0.4080 -0.4105 -0.4021


# 4
Below is the ion H2NO4S with charge -1 in a non-equilibrium geometry, with properties calculated with ωB97M-V/def2-TZVPD.

Summary:
ΔE to the lowest compared entry with this formula, charge and spin in eV: 0.5391
HOMO-LUMO gap in Eh: 0.3581
LUMO in eV: 4.245

```
! wB97M-V def2-TZVPD RIJCOSX def2/J DEFGRID3
* xyz -1 1
O -0.673 -1.905 0.804
S -0.498 -0.715 -0.074
O -1.541 0.321 -0.007
O -0.061 -1.037 -1.411
N 1.094 0.193 0.564
O 0.863 1.335 -0.416
H 0.768 0.711 1.347
H 0.049 1.097 -0.806
*
```

Löwdin population analysis, charges in e, atoms 1 to 4: -0.4034 0.4524 -0.3827 -0.3595


# 5
Below is a cluster of 2 separate species, H2NO5PS in total in a non-equilibrium geometry, with properties calculated with ωB97M-V/def2-TZVPD.

Summary:
ΔE to the lowest compared entry with this formula, charge and spin in eV: 2.6551
HOMO-LUMO gap (spin up / spin down) in Eh: 0.2235 / 0.2865
LUMO (spin up / spin down) in eV: 6.376 / 6.633

```
! wB97M-V def2-TZVPD RIJCOSX def2/J DEFGRID3
* xyz -2 1
N 0.215 -0.139 -1.030
O -0.383 -1.455 3.776
O 1.711 -0.063 4.392
O -0.108 1.123 3.314
O 2.549 -0.027 1.388
O 1.602 -2.288 1.613
P 0.438 -0.216 3.632
S 1.376 -0.861 1.453
H -0.089 0.648 -0.285
H 1.072 0.400 -1.342
*
```

Löwdin population analysis, charges in e, atoms 1 to 4: -0.2525 -0.4170 -0.4091 -0.4195


# 6
Below is the ion H2NOS with charge -1 in a non-equilibrium geometry, with properties calculated with ωB97M-V/def2-TZVPD.

Summary:
ΔE to the lowest compared entry with this formula, charge and spin in eV: 1.4090
HOMO-LUMO gap (spin up / spin down) in Eh: 0.2338 / 0.2338
LUMO (spin up / spin down) in eV: 4.347 / 4.347

```
! wB97M-V def2-TZVPD RIJCOSX def2/J DEFGRID3
* xyz -1 1
O -1.112 -1.506 0.627
N -0.286 -0.560 0.693
S -0.152 0.562 -0.942
H -0.745 0.383 1.398
H 0.805 -0.249 -1.375
*
```

Löwdin population analysis, charges in e, atoms 1 to 4: -0.4177 -0.6037 0.2752 0.0360


# 7
Below is a structure of composition H2NaO7P2 in a non-equilibrium geometry, with properties calculated with ωB97M-V/def2-TZVPD.

Summary:
HOMO-LUMO gap in Eh: 0.3017
LUMO in eV: 2.266

```
! wB97M-V def2-TZVPD RIJCOSX def2/J DEFGRID3
* xyz -1 1
Na 0.790 -1.188 1.695
O 0.624 2.594 -0.111
P 0.256 1.142 0.513
O -1.138 1.185 1.043
O 1.354 0.701 1.437
O 0.314 0.215 -0.828
P 0.103 -1.421 -0.940
O -1.273 -1.582 -0.061
O -0.079 -1.750 -2.365
O 1.111 -2.096 -0.057
H -0.127 3.164 0.058
H -1.935 -0.966 -0.383
*
```

Löwdin population analysis, charges in e, atoms 1 to 4: 0.5317 -0.1412 0.1502 -0.3321


# 8
Below is a cluster of 2 separate species, H2O2 in total in a non-equilibrium geometry, with properties calculated with ωB97M-V/def2-TZVPD.

Summary:
ΔE to the lowest compared entry with this formula, charge and spin in eV: 4.0759
HOMO-LUMO gap (spin up / spin down) in Eh: 0.3542 / 0.4189
LUMO (spin up / spin down) in eV: -0.929 / 0.145

```
! wB97M-V def2-TZVPD RIJCOSX def2/J DEFGRID3
* xyz 0 1
O 1.295 -0.414 0.131
O 0.760 0.814 -0.059
H 1.111 -1.055 -0.724
H -1.159 1.120 0.621
*
```

How is the electron density shared among the atoms? According to Löwdin, the charges in e are: -0.1308 -0.2008 0.1805 0.1511


# 9
Below is a cluster of 2 separate species, H2O3PS in total in a non-equilibrium geometry, with properties calculated with ωB97M-V/def2-TZVPD.

Summary:
ΔE to the lowest compared entry with this formula, charge and spin in eV: 1.7718
HOMO-LUMO gap (spin up / spin down) in Eh: 0.2099 / 0.3292
LUMO (spin up / spin down) in eV: 2.192 / 3.679

```
! wB97M-V def2-TZVPD RIJCOSX def2/J DEFGRID3
* xyz -1 1
O 1.904 0.276 1.206
O 1.311 0.106 -1.182
O 1.028 -1.898 0.314
P -2.338 0.487 0.054
S 1.088 -0.416 0.180
H -1.601 0.239 -1.150
H -1.392 1.206 0.577
*
```

Löwdin population analysis, charges in e, atoms 1 to 4: -0.4594 -0.4656 -0.4652 0.5359


# 10
Below is a cluster of 2 separate species, H2O3S2 in total in a non-equilibrium geometry, with properties calculated with ωB97M-V/def2-TZVPD.

Summary:
ΔE to the lowest compared entry with this formula, charge and spin in eV: 1.7811
HOMO-LUMO gap (spin up / spin down) in Eh: 0.2921 / 0.2862
LUMO (spin up / spin down) in eV: -0.814 / -0.815

```
! wB97M-V def2-TZVPD RIJCOSX def2/J DEFGRID3
* xyz 0 1
O -1.066 0.898 0.072
O 1.549 -0.376 -1.003
O 1.264 1.601 0.629
S 0.324 1.628 -0.478
S 2.659 -0.217 0.217
H -1.181 1.069 1.013
H 0.856 -1.007 -0.759
*
```

Löwdin population analysis, charges in e, atoms 1 to 4: -0.3628 -0.6772 -0.6750 0.9380


# 11
Below is an isolated molecule of H2O3Si in a non-equilibrium geometry, with properties calculated with ωB97M-V/def2-TZVPD.

Summary:
ΔE to the lowest compared entry with this formula, charge and spin in eV: 2.6303
HOMO-LUMO gap in Eh: 0.3897
LUMO in eV: 0.483

```
! wB97M-V def2-TZVPD RIJCOSX def2/J DEFGRID3
* xyz 0 1
O -1.270 0.046 -0.526
Si 0.043 0.028 0.395
O 1.439 0.714 -0.083
O 1.378 -0.765 -0.077
H -1.244 -0.086 -1.475
H -0.347 0.063 1.767
*
```

Löwdin population analysis, charges in e, atoms 1 to 4: -0.1074 0.3475 -0.1664 -0.1671


# 12
Below is a structure of composition H2O4P2 in a non-equilibrium geometry, with properties calculated with ωB97M-V/def2-TZVPD.

Summary:
ΔE to the lowest compared entry with this formula, charge and spin in eV: 4.0980
HOMO-LUMO gap in Eh: 0.2524
LUMO in eV: 7.127

```
! wB97M-V def2-TZVPD RIJCOSX def2/J DEFGRID3
* xyz -2 1
O -0.341 -0.103 -2.214
O -2.365 -0.198 1.824
O 0.785 -2.008 -0.888
O -0.425 1.982 0.689
P 0.471 -0.533 -1.068
P -0.433 0.509 0.736
H 1.668 0.246 -0.681
H 0.638 0.106 1.602
*
```

Löwdin population analysis, charges in e, atoms 1 to 4: -0.4967 -0.9037 -0.5338 -0.6003


# 13
Below is a structure of composition H2O4PS2 in a non-equilibrium geometry, with properties calculated with ωB97M-V/def2-TZVPD.

Summary:
ΔE to the lowest compared entry with this formula, charge and spin in eV: 1.5446
HOMO-LUMO gap in Eh: 0.2481
LUMO in eV: 3.184

```
! wB97M-V def2-TZVPD RIJCOSX def2/J DEFGRID3
* xyz -1 1
O -2.615 -0.102 -0.777
O -0.606 1.529 -0.999
O 0.029 -1.034 0.355
O -0.852 -0.625 -2.429
P -1.282 0.254 -1.145
S 0.240 0.163 1.450
S 0.690 -0.602 -2.903
H -0.977 0.586 2.032
H 1.280 -0.212 -1.740
*
```

Löwdin population analysis, charges in e, atoms 1 to 4: -0.2750 -0.3490 -0.8399 -0.7143


# 14
Below is a cluster of 2 separate species, H2O4S3 in total in a non-equilibrium geometry, with properties calculated with ωB97M-V/def2-TZVPD.

Summary:
ΔE to the lowest compared entry with this formula, charge and spin in eV: 3.1578
HOMO-LUMO gap (spin up / spin down) in Eh: 0.1871 / 0.1874
LUMO (spin up / spin down) in eV: -2.863 / -2.863

```
! wB97M-V def2-TZVPD RIJCOSX def2/J DEFGRID3
* xyz 0 1
O -1.990 1.880 -0.299
O -0.411 1.464 1.357
O 0.305 -1.751 -0.922
O 1.666 0.825 0.133
S -0.432 -2.267 0.400
S 0.757 0.575 -1.013
S -1.270 0.801 0.175
H 0.978 -2.410 -1.294
H 0.397 0.883 1.462
*
```

Löwdin population analysis, charges in e, atoms 1 to 4: -0.4228 -0.3349 -0.8537 -0.5839


# 15
Below is a cluster of 2 separate species, H2OS2 in total in a non-equilibrium geometry, with properties calculated with ωB97M-V/def2-TZVPD.

Summary:
ΔE to the lowest compared entry with this formula, charge and spin in eV: 2.2044
HOMO-LUMO gap (spin up / spin down) in Eh: 0.2400 / 0.2285
LUMO (spin up / spin down) in eV: -2.439 / -2.707

```
! wB97M-V def2-TZVPD RIJCOSX def2/J DEFGRID3
* xyz 0 1
O -1.162 -0.211 0.090
S -2.301 0.585 -0.428
S 1.558 0.349 0.053
H 0.132 0.121 -0.265
H 1.773 -0.843 0.550
*
```

Löwdin population analysis, charges in e, atoms 1 to 4: -0.7526 0.8214 0.4184 -0.2232


# 16
Below is a structure of composition H2OS2 in a non-equilibrium geometry, with properties calculated with ωB97M-V/def2-TZVPD.

Summary:
ΔE to the lowest compared entry with this formula, charge and spin in eV: 1.6054
HOMO-LUMO gap in Eh: 0.2634
LUMO in eV: -1.801

```
! wB97M-V def2-TZVPD RIJCOSX def2/J DEFGRID3
* xyz 0 1
O 1.286 0.081 -1.280
S -1.489 0.181 0.642
S 1.110 -0.065 0.327
H 0.566 -0.346 -1.649
H -1.473 0.149 1.960
*
```

Löwdin population analysis, charges in e, atoms 1 to 4: -0.5362 0.2762 0.5756 -0.0275


# 17
Below is an isolated molecule of H2P2S4 in a non-equilibrium geometry, with properties calculated with ωB97M-V/def2-TZVPD.

Summary:
ΔE to the lowest compared entry with this formula, charge and spin in eV: 1.6115
HOMO-LUMO gap in Eh: 0.2363
LUMO in eV: -2.187

```
! wB97M-V def2-TZVPD RIJCOSX def2/J DEFGRID3
* xyz 0 1
P -0.514 -0.182 -0.542
P 2.254 -0.013 0.414
S 2.523 -1.589 -0.706
S -0.015 -0.250 1.372
S 2.050 1.810 -0.430
S -2.537 0.033 -0.424
H 2.910 0.094 1.635
H -2.347 -0.538 -1.551
*
```

Löwdin population analysis, charges in e, atoms 1 to 4: 0.1333 -0.3889 0.0542 0.1230


# 18
Below is a cluster of 13 separate species, H30N4O15S2 in total in a non-equilibrium geometry, with properties calculated with ωB97M-V/def2-TZVPD.

Summary:
HOMO-LUMO gap in Eh: 0.2732
LUMO in eV: -1.052

```
! wB97M-V def2-TZVPD RIJCOSX def2/J DEFGRID3
* xyz 0 1
N 16.045 -12.797 -7.120
H 16.813 -13.030 -6.486
H 16.270 -11.931 -7.696
H 15.181 -12.685 -6.597
H 15.864 -13.493 -7.856
N 18.280 -10.678 -4.704
H 19.129 -10.129 -4.672
H 17.809 -10.859 -3.822
H 18.402 -11.575 -5.275
H 17.564 -10.108 -5.211
N 19.956 -11.224 -7.738
H 19.354 -12.030 -7.476
H 20.581 -11.004 -6.971
H 19.275 -10.443 -7.869
H 20.439 -11.401 -8.611
N 18.135 -10.862 -10.630
H 18.896 -10.184 -10.635
H 17.301 -10.619 -11.165
H 17.713 -10.744 -9.657
H 18.472 -11.789 -10.878
S 17.174 -9.206 -7.761
O 18.593 -8.834 -7.895
O 17.065 -10.632 -8.224
O 16.797 -9.167 -6.343
O 16.386 -8.338 -8.625
S 19.207 -14.182 -5.720
O 20.659 -14.283 -5.604
O 18.531 -14.413 -4.437
O 18.751 -12.806 -6.151
O 18.681 -15.051 -6.798
O 14.900 -13.995 -9.356
H 15.137 -13.381 -10.059
H 13.945 -14.096 -9.435
O 12.991 -13.576 -6.249
H 12.380 -13.889 -6.923
H 12.571 -13.808 -5.413
O 14.820 -10.730 -5.203
H 13.959 -10.481 -5.560
H 15.303 -9.892 -5.129
O 14.801 -12.929 -3.541
H 15.624 -12.557 -3.216
H 14.528 -12.331 -4.257
O 17.027 -16.837 -7.713
H 16.246 -16.479 -7.279
H 17.737 -16.185 -7.501
O 15.962 -15.203 -4.982
H 16.860 -14.837 -4.787
H 15.354 -14.567 -4.581
O 18.340 -13.727 -9.159
H 17.754 -14.276 -9.691
H 18.615 -14.333 -8.416
*
```

Löwdin population analysis, charges in e, atoms 1 to 4: 0.2724 0.0779 0.0711 0.0722


# 19
Below is a structure of composition H30NeO15 in a non-equilibrium geometry, with properties calculated with ωB97M-V/def2-TZVPD.

Summary:
ΔE to the lowest compared entry with this formula, charge and spin in eV: 0.3120
HOMO-LUMO gap in Eh: 0.3692
LUMO in eV: -0.249

```
! wB97M-V def2-TZVPD RIJCOSX def2/J DEFGRID3
* xyz 0 1
Ne 0.045 0.247 -0.144
O -0.834 -0.961 -2.470
H -0.056 -1.514 -2.541
H -1.474 -1.372 -3.051
O -2.215 -0.801 2.426
H -3.031 -0.457 2.789
H -2.410 -0.958 1.502
O -2.212 -2.152 -0.346
H -2.558 -3.014 -0.578
H -1.834 -1.819 -1.160
O 0.829 -3.194 -2.364
H 1.638 -2.696 -2.482
H 0.554 -2.998 -1.469
O -2.076 1.607 -2.320
H -2.963 1.445 -2.643
H -1.557 0.882 -2.668
O 2.434 2.857 0.588
H 1.913 2.544 1.328
H 2.695 3.743 0.836
O 1.061 2.831 3.078
H 0.531 2.034 3.062
H 0.426 3.544 3.019
O 0.141 0.270 3.672
H -0.691 -0.098 3.371
H 0.075 0.263 4.626
O -2.194 2.887 0.370
H -1.979 2.795 -0.559
H -3.143 2.767 0.408
O 2.706 -1.386 -0.790
H 2.172 -2.043 -0.344
H 3.342 -1.105 -0.131
O 2.835 -0.366 3.568
H 3.253 0.478 3.739
H 1.977 -0.142 3.208
O -4.037 0.624 -0.261
H -3.932 -0.293 -0.512
H -3.144 0.962 -0.203
O 1.783 2.238 -2.205
H 1.962 2.384 -1.276
H 0.934 2.654 -2.354
O 0.465 -2.747 0.274
H 0.359 -3.574 0.745
H -0.426 -2.410 0.178
O 2.590 -1.178 -3.526
H 3.312 -1.745 -3.797
H 2.735 -1.034 -2.591
*
```

Löwdin population analysis, charges in e, atoms 1 to 4: 0.0516 -0.0438 0.0177 0.0724


# 20
Below is a cluster of 15 separate species, H30O15 in total in a non-equilibrium geometry, with properties calculated with ωB97M-V/def2-TZVPD.

Summary:
ΔE to the lowest compared entry with this formula, charge and spin in eV: 1.1722
HOMO-LUMO gap in Eh: 0.3703
LUMO in eV: -0.051

```
! wB97M-V def2-TZVPD RIJCOSX def2/J DEFGRID3
* xyz 0 1
O 0.390 -0.985 -2.401
H 1.284 -0.844 -2.089
H 0.390 -1.360 -3.292
O 2.227 -1.618 2.138
H 2.799 -0.922 1.781
H 1.330 -1.384 1.883
O -3.203 -2.965 1.135
H -3.648 -3.495 0.463
H -2.590 -2.425 0.655
O 0.349 -3.497 -0.813
H 0.005 -3.152 -0.032
H 0.881 -2.750 -1.117
O 2.780 -1.372 -1.251
H 2.840 -0.713 -0.521
H 3.206 -0.956 -2.004
O -1.843 -1.499 -0.902
H -1.072 -1.155 -1.441
H -2.550 -1.037 -1.324
O 0.285 2.199 -1.133
H -0.500 2.111 -1.649
H 0.360 3.136 -0.806
O -3.627 0.355 0.685
H -4.140 0.803 1.330
H -3.109 -0.233 1.260
O -0.537 1.742 1.986
H -0.829 2.482 1.502
H -0.265 1.006 1.394
O 1.585 3.117 1.133
H 1.022 2.362 1.375
H 1.638 3.808 1.848
O 2.621 1.474 -2.265
H 1.713 1.495 -2.059
H 2.738 1.551 -3.217
O 0.181 -0.267 0.443
H 0.454 0.495 -0.065
H -0.698 -0.501 0.158
O -1.800 -0.843 2.523
H -1.412 0.028 2.548
H -1.683 -0.928 3.461
O 3.207 0.530 0.678
H 2.854 1.368 0.931
H 4.139 0.571 0.992
O -2.345 1.720 -1.287
H -2.610 1.286 -2.081
H -2.815 1.263 -0.553
*
```

Löwdin population analysis, charges in e, atoms 1 to 4: -0.0535 -0.0120 0.0871 -0.0673